DFT (the ωB97M-V functional and the def2-TZVPD basis) results for an isolated ion of composition C6H9N6 and charge +1 at a distorted geometry.

Structure (XYZ):
```
21
Properties=species:S:1:pos:R:3:lowdin_charge:R:1
C -1.0334 1.2506 -0.8593 -0.074
N -2.2946 1.1898 -0.3495 0.101
C -2.7205 0.0300 0.2396 -0.034
N -1.8173 -0.8915 0.3928 0.161
C -0.5407 -1.0390 -0.3011 -0.124
C 0.8445 -1.3114 0.5099 -0.219
N 0.8618 -0.3869 1.6780 0.109
C 1.1659 0.8327 1.3916 -0.210
N 1.4864 1.3140 0.1849 0.063
C 1.3590 0.3403 -0.8193 -0.304
N 1.8475 -0.9191 -0.4946 0.111
N -0.1733 0.2475 -0.9517 0.074
H -0.8000 2.2675 -1.2096 0.156
H -3.6772 -0.0198 0.5807 0.126
H -2.1696 -1.6795 0.7824 0.126
H -0.6673 -1.8465 -0.9412 0.131
H 1.0016 -2.4476 0.7329 0.182
H 1.3951 1.4903 2.2543 0.147
H 2.0103 2.2084 0.0622 0.186
H 1.7178 0.8628 -1.6957 0.173
H 2.2039 -1.4926 -1.1873 0.118
```

Kohn-Sham gap (eV): 8.3
E_HOMO (eV): -13.0
Energy above the lowest of the compared OMol25 structures with the same formula, charge and spin (kJ/mol): 106.7
LUMO (eV): -4.715
Electronic energy (eV): -15299.9592
Net charge: +1

DFT (the ωB97M-V functional and the def2-TZVPD basis) results for a 10-piece molecular cluster, C18H56O19 overall at a distorted geometry.

Structure (XYZ):
```
93
Properties=species:S:1:pos:R:3:lowdin_charge:R:1
O -0.0002 -5.1878 0.8362 -0.084
C -1.3483 -5.1108 1.2700 -0.239
C -2.2145 -6.2510 0.6409 -0.204
O -3.6446 -6.0347 0.4921 -0.069
H 0.5653 -5.5059 1.5793 0.101
H -1.4141 -5.1483 2.3637 0.103
H -1.7787 -4.1356 0.9552 0.110
H -2.0691 -7.1849 1.2580 0.130
H -1.7895 -6.4433 -0.3675 0.118
H -3.7992 -5.1002 0.4680 0.056
O -3.3937 -0.4127 -6.2951 -0.078
C -2.4325 -0.4850 -5.2105 -0.239
C -2.5485 0.7125 -4.3371 -0.219
O -1.3806 0.7490 -3.5112 -0.087
H -3.8607 -1.2654 -6.3193 0.086
H -2.6772 -1.4253 -4.6542 0.132
H -1.4369 -0.6501 -5.5757 0.112
H -3.4080 0.7101 -3.7870 0.095
H -2.5389 1.6065 -5.0015 0.138
H -1.4451 0.0526 -2.8534 0.039
O -0.4431 3.3325 -2.1006 -0.086
C -0.4978 4.2177 -3.2264 -0.217
C -1.2294 5.4743 -2.9118 -0.294
O -0.6262 6.1871 -1.9015 -0.050
H -0.5437 2.4684 -2.4688 0.033
H 0.5102 4.4775 -3.5592 0.110
H -0.9747 3.6200 -4.0685 0.141
H -2.2976 5.3015 -2.6838 0.130
H -1.2116 6.0778 -3.7665 0.103
H -0.3149 5.5720 -1.1755 0.094
O 0.3165 4.6531 0.9655 -0.032
C -0.5932 3.7197 1.5431 -0.239
C -1.0460 2.5342 0.7748 -0.198
O 0.0603 1.7073 0.2959 -0.111
H 1.1187 4.1582 0.8399 0.041
H -0.1604 3.3020 2.4684 0.121
H -1.5128 4.2297 1.8622 0.136
H -1.5788 2.9201 -0.0733 0.105
H -1.6764 1.8996 1.4486 0.118
H 0.5528 2.2813 -0.3350 0.087
O -1.0810 -4.7441 5.5079 -0.059
C -0.4648 -3.6090 4.9700 -0.255
C 0.8874 -4.0833 4.5020 -0.203
O 0.7429 -5.3234 3.7875 -0.094
H -1.9880 -4.6035 5.7908 0.105
H -0.9970 -3.1933 4.1339 0.091
H -0.2048 -2.9098 5.7890 0.136
H 1.5391 -4.4041 5.3589 0.133
H 1.4076 -3.3678 3.8370 0.128
H -0.1275 -5.6205 4.0346 0.046
O 4.1890 2.5604 -1.3440 -0.106
C 3.9351 3.4154 -2.5022 -0.164
C 2.9665 2.7188 -3.4940 -0.211
O 3.5753 1.4715 -3.8511 -0.083
H 4.4225 1.6530 -1.6336 0.100
H 3.6132 4.4350 -2.1629 0.134
H 4.8539 3.6194 -3.0811 0.119
H 2.7487 3.2291 -4.3677 0.088
H 1.9494 2.4688 -3.0671 0.122
H 3.2227 0.6903 -3.3971 0.056
O -0.3432 -0.7395 3.6835 -0.090
C -1.4059 -0.8241 2.6597 -0.207
C -2.7228 -0.2898 3.1092 -0.272
O -2.6419 1.0565 3.4666 -0.060
H 0.4681 -0.3698 3.2866 0.053
H -0.9827 -0.2747 1.8237 0.088
H -1.4883 -1.8581 2.4079 0.093
H -3.1823 -0.9196 3.9047 0.129
H -3.4185 -0.4561 2.2692 0.130
H -1.8652 1.0728 4.0785 0.110
O 2.8753 2.8751 1.0164 -0.093
C 3.6633 1.9784 1.7354 -0.251
C 2.6983 1.1695 2.5776 -0.249
O 1.8029 0.2825 1.9236 -0.128
H 3.2601 2.9388 0.1028 0.065
H 4.2442 1.3158 1.0708 0.126
H 4.2666 2.5301 2.4734 0.127
H 2.1375 1.9296 3.1722 0.125
H 3.2111 0.5407 3.3570 0.135
H 1.1474 0.8200 1.3602 0.072
O -0.0905 -2.7562 -0.6259 -0.086
C 1.1359 -2.0700 -0.5329 -0.230
C 1.3442 -1.1411 -1.7379 -0.163
O 2.6578 -0.4698 -1.7232 -0.092
H 0.1264 -3.6275 -0.3185 0.036
H 1.1743 -1.5268 0.4967 0.127
H 2.0340 -2.7767 -0.4499 0.149
H 0.5913 -0.2818 -1.7872 0.119
H 1.3496 -1.6877 -2.6267 0.103
H 2.8510 -0.1118 -0.8595 0.060
O -2.0025 -0.6101 -0.9383 -0.052
H -1.7348 -1.5546 -0.8892 0.041
H -1.5873 -0.1902 -0.1754 0.010
```

Kohn-Sham gap (eV): 10.2
E_HOMO (eV): -10.0
Energy above the lowest of the compared OMol25 structures with the same formula, charge and spin (kJ/mol): 0.0
LUMO (eV): 0.184
Electronic energy (eV): -58472.2314
Net charge: 0

DFT (the ωB97M-V functional and the def2-TZVPD basis) results for C17H39InN2O9P3 as an isolated structure at a distorted geometry.

Structure (XYZ):
```
71
Properties=species:S:1:pos:R:3:lowdin_charge:R:1
N 9.6335 -3.9598 5.8782 -0.308
P 9.1952 -4.3581 4.2272 0.514
O 8.6804 -2.8875 3.5667 -0.470
In 7.0763 -5.8236 4.2648 0.229
C 5.3498 -4.3728 4.4469 -0.301
C 5.0930 -3.8113 5.7002 -0.124
C 4.0295 -2.8825 5.7305 -0.093
C 3.3773 -2.6288 4.5365 -0.215
N 3.5964 -3.1739 3.3498 0.030
C 4.6053 -4.0555 3.3124 -0.203
H 10.5625 -3.5592 5.9042 -0.019
H 9.5635 -4.7497 6.5070 -0.012
H 9.3082 -2.5682 2.9162 -0.010
H 7.1069 -6.9996 5.6095 -0.149
H 6.9744 -6.5888 2.6612 -0.136
H 5.6703 -4.0609 6.5873 0.087
H 3.7528 -2.3789 6.6578 0.089
H 2.5699 -1.8821 4.5791 0.092
H 4.8672 -4.5299 2.3642 0.082
O -0.5522 -0.4327 -1.6842 -0.241
P 0.8358 -0.1998 -1.1869 0.588
O 0.7078 1.2294 -0.3798 -0.193
C -0.4349 1.5380 0.4107 -0.289
C -0.1366 1.3522 1.8873 -0.080
O 1.5513 0.3363 -2.5612 -0.212
C 1.0776 -0.0802 -3.8377 -0.297
C 0.2776 1.0348 -4.4803 -0.077
O 2.3365 -0.5013 -0.6062 -0.180
C 2.4682 -1.0144 0.7298 -0.269
C 1.5988 -2.2237 0.9756 -0.092
H -1.3028 0.9394 0.1296 0.103
H -0.6833 2.5841 0.2164 0.115
H 0.0290 0.2971 2.1181 0.064
H -0.9711 1.7061 2.4955 0.075
H 0.7641 1.8973 2.1734 0.079
H 0.4895 -0.9956 -3.7637 0.102
H 1.9531 -0.3055 -4.4519 0.113
H -0.5566 1.3354 -3.8459 0.063
H -0.1138 0.7259 -5.4519 0.074
H 0.9047 1.9177 -4.6193 0.074
H 2.2576 -0.2197 1.4492 0.103
H 3.5145 -1.2892 0.8598 0.121
H 0.5309 -1.9663 0.9072 0.066
H 1.7901 -2.6322 1.9664 0.049
H 1.7932 -2.9964 0.2291 0.087
O -4.9055 2.2086 -4.1227 -0.229
P -5.5549 2.3694 -2.7893 0.576
O -4.5555 3.4140 -2.0068 -0.193
C -3.9409 4.5065 -2.6811 -0.287
C -4.6569 5.8075 -2.3674 -0.082
O -5.1329 0.9653 -2.0797 -0.209
C -4.8933 -0.2103 -2.8593 -0.288
C -3.4038 -0.4577 -2.9699 -0.077
O -6.7313 2.5051 -1.6378 -0.185
C -7.5767 3.6562 -1.6399 -0.284
C -8.2033 3.9217 -2.9935 -0.087
H -3.9045 4.3543 -3.7606 0.105
H -2.9105 4.5611 -2.3242 0.119
H -5.6639 5.8069 -2.7936 0.061
H -4.1126 6.6564 -2.7842 0.077
H -4.7548 5.9469 -1.2896 0.079
H -5.3572 -0.1349 -3.8435 0.100
H -5.3690 -1.0459 -2.3405 0.114
H -2.8923 0.3984 -3.4096 0.066
H -3.1988 -1.3392 -3.5805 0.082
H -2.9692 -0.6089 -1.9829 0.059
H -7.0146 4.5240 -1.2854 0.102
H -8.3628 3.4668 -0.9077 0.120
H -7.4405 4.1717 -3.7404 0.067
H -8.9054 4.7538 -2.9361 0.082
H -8.7307 3.0363 -3.3526 0.085
```

Kohn-Sham gap (eV): 4.6
E_HOMO (eV): -3.4
LUMO (eV): 1.260
Electronic energy (eV): -72711.2912
Net charge: -1

Question: The lowest net charge belongs to which entry?
Answer: C17H39InN2O9P3

Question: What is the formula in the second record?
Answer: C18H56O19

Question: Look up the E_HOMO of the first one.
Answer: -13.0 eV

Question: Which of these has the lowest E_HOMO?
Answer: C6H9N6